1.
{"formula": "C11H18", "method": "ωB97M-V/def2-TZVPD", "elements": ["C", "C", "C", "C", "C", "C", "C", "H", "H", "H", "H", "H", "H", "H", "H", "C", "C", "C", "C", "H", "H", "H", "H", "H", "H", "H", "H", "H", "H"], "xyz": [[1.404, 2.390, 0.939], [1.054, 1.208, 1.793], [1.962, 0.550, 2.623], [1.657, -0.672, 3.190], [0.481, -1.352, 2.853], [-0.367, -0.788, 1.911], [-0.041, 0.451, 1.386], [0.760, 3.271, 1.048], [1.302, 2.185, -0.127], [2.380, 2.808, 1.203], [2.893, 1.032, 2.890], [2.427, -1.072, 3.838], [0.186, -2.202, 3.452], [-1.292, -1.292, 1.668], [-0.778, 0.900, 0.729], [-2.278, 0.093, -1.586], [-0.813, -0.349, -1.842], [-0.740, -1.863, -1.755], [-0.172, 0.142, -3.141], [-2.733, 0.067, -2.581], [-2.283, 1.153, -1.310], [-2.829, -0.472, -0.844], [-0.231, 0.084, -1.023], [-1.269, -2.456, -2.507], [0.282, -2.270, -1.813], [-1.064, -2.223, -0.777], [-0.554, -0.433, -3.982], [-0.223, 1.223, -3.237], [0.881, -0.113, -2.998]], "atomic_forces_ev_per_a": [[0.0, 1.5, 0.5], [0.4, -1.4, -1.5], [-0.2, 0.8, 0.2], [0.1, -0.2, -0.3], [0.4, 0.5, 0.7], [0.3, 0.0, 0.7], [-1.3, 0.4, 0.4], [-0.4, -0.3, 0.4], [0.5, -0.3, 0.1], [0.1, -0.4, -0.4], [0.1, 0.0, 0.0], [-0.4, -0.3, 0.2], [0.1, -0.4, -0.4], [0.0, 0.1, -0.2], [0.2, 0.1, -0.1], [1.0, 1.0, -1.4], [-0.6, -0.2, 0.7], [1.0, -1.0, 0.5], [0.2, -0.4, 1.0], [-0.6, -0.3, 0.3], [-0.1, -0.1, 0.1], [0.1, -0.2, 0.0], [0.2, -0.4, -0.1], [-0.4, 0.5, -0.1], [0.0, 0.5, -0.1], [-0.3, 0.1, 0.0], [-0.1, 0.4, -0.3], [-0.3, 0.0, -0.4], [0.1, 0.1, -0.5]], "de_lowest_ev": 0.748, "spin_multiplicity": 1, "homo_ev": -9.004}



2.
{"formula": "C11H18BCrN", "method": "ωB97M-V/def2-TZVPD", "elements": ["Cr", "C", "C", "C", "C", "C", "C", "C", "C", "C", "C", "H", "H", "H", "H", "H", "H", "H", "H", "H", "H", "H", "H", "H", "H", "H", "B", "C", "N", "H", "H", "H"], "xyz": [[-0.565, 0.313, 0.391], [1.422, -0.740, 0.472], [1.626, 0.455, -0.249], [0.773, 0.405, -1.390], [0.144, -0.885, -1.444], [0.519, -1.580, -0.284], [0.135, -2.969, 0.126], [-0.741, -1.361, -2.556], [0.657, 1.479, -2.433], [2.535, 1.596, 0.095], [2.082, -1.168, 1.748], [0.996, -3.639, 0.067], [-0.645, -3.376, -0.515], [-0.228, -3.005, 1.155], [-0.150, -1.601, -3.444], [-1.472, -0.606, -2.848], [-1.290, -2.258, -2.275], [-0.028, 2.280, -2.144], [0.298, 1.070, -3.377], [1.628, 1.940, -2.619], [3.416, 1.595, -0.552], [2.884, 1.537, 1.124], [2.043, 2.562, -0.032], [2.771, -1.996, 1.566], [1.357, -1.513, 2.488], [2.652, -0.357, 2.197], [-4.225, 2.188, 2.730], [-3.016, 1.565, 1.955], [-2.118, 1.103, 1.379], [-4.809, 2.873, 1.923], [-3.754, 2.835, 3.634], [-4.895, 1.259, 3.113]], "atomic_forces_ev_per_a": [[-0.1, 0.0, 0.0], [0.0, 0.0, 0.0], [0.0, 0.0, 0.0], [0.0, 0.0, 0.0], [0.0, 0.0, 0.0], [0.0, 0.1, 0.0], [0.0, 0.0, 0.0], [0.0, 0.0, 0.0], [0.0, 0.0, 0.0], [0.0, 0.0, 0.0], [0.0, 0.0, 0.0], [0.0, 0.0, 0.0], [0.0, 0.0, 0.0], [0.0, 0.0, 0.0], [0.0, 0.0, 0.0], [0.0, 0.0, 0.0], [0.0, 0.0, 0.0], [0.0, 0.0, 0.0], [0.0, 0.0, 0.0], [0.0, 0.0, 0.0], [0.0, 0.0, 0.0], [0.0, 0.0, 0.0], [0.0, 0.0, 0.0], [0.0, 0.0, 0.0], [0.0, 0.0, 0.0], [0.0, 0.0, 0.0], [0.1, 0.0, -0.1], [0.0, 0.0, 0.0], [0.1, 0.0, 0.0], [0.0, 0.0, 0.0], [0.0, 0.0, 0.0], [0.0, 0.0, 0.0]], "spin_multiplicity": 5, "homo_ev": [-7.852, -9.236], "s_squared": 6.07}



3.
{"formula": "C11H18BiF9I2O2P2", "method": "ωB97M-V/def2-TZVPD", "elements": ["I", "I", "Bi", "P", "C", "C", "H", "H", "H", "H", "H", "H", "C", "H", "H", "H", "P", "C", "C", "H", "H", "H", "C", "H", "H", "H", "H", "H", "H", "C", "O", "F", "C", "F", "F", "C", "O", "C", "F", "F", "F", "C", "F", "F", "F"], "xyz": [[1.349, -3.238, -4.154], [-0.547, -4.402, 0.290], [-0.178, -1.433, 0.092], [2.541, -1.253, 0.568], [3.497, -2.603, -0.206], [3.185, 0.283, -0.142], [4.036, 0.584, 0.492], [4.183, -0.719, 2.205], [2.406, 1.062, -0.091], [2.548, -0.498, 2.873], [3.551, -2.455, -1.296], [3.483, 0.115, -1.187], [3.176, -1.153, 2.260], [4.510, -2.584, 0.226], [3.228, -2.151, 2.710], [3.020, -3.573, 0.002], [-2.398, -0.772, -1.419], [-2.767, -1.993, -2.725], [-3.991, -0.452, -0.624], [-1.459, 1.436, -1.647], [-3.093, 1.281, -2.376], [-1.628, 0.613, -3.244], [-2.106, 0.798, -2.271], [-3.858, 0.127, 0.296], [-4.591, 0.143, -1.325], [-3.777, -1.776, -3.108], [-2.736, -3.013, -2.311], [-4.507, -1.393, -0.402], [-2.032, -1.914, -3.540], [0.817, -0.877, -2.246], [1.154, 0.047, -2.856], [-1.017, 3.459, -0.289], [-1.426, 2.941, 0.905], [-1.688, 4.003, 1.709], [-2.623, 2.341, 0.705], [-0.410, 1.873, 1.471], [-0.088, 1.016, 0.458], [0.880, 2.718, 1.827], [0.685, 3.779, 2.656], [1.761, 1.914, 2.472], [1.497, 3.207, 0.709], [-1.015, 1.267, 2.836], [-1.286, 2.225, 3.765], [-2.171, 0.612, 2.557], [-0.115, 0.405, 3.376]], "atomic_forces_ev_per_a": [[0.0, -0.1, 0.0], [0.2, 1.3, -0.2], [-0.4, 0.2, 1.2], [2.0, 0.3, -0.2], [-0.5, -0.2, -0.2], [-0.5, 0.3, -0.3], [-0.3, -0.1, -0.5], [-0.2, -0.2, -0.1], [0.4, -0.1, -0.1], [0.1, -0.1, 0.0], [0.0, -0.1, 0.3], [0.0, 0.2, 0.4], [-0.7, -0.4, 0.6], [-0.3, 0.0, -0.1], [-0.1, 0.2, 0.0], [0.3, 0.3, 0.0], [-1.2, 0.6, -1.5], [0.4, -0.3, 0.2], [0.0, -0.4, 0.9], [-0.3, -0.1, -0.3], [0.5, -0.1, -0.2], [-0.2, 0.2, 0.3], [0.6, 0.2, 0.1], [-0.1, -0.1, -0.1], [0.2, -0.2, 0.1], [0.3, 0.0, 0.1], [-0.1, 0.3, -0.2], [0.1, 0.2, 0.1], [-0.2, 0.0, 0.2], [1.2, 3.5, -2.1], [-1.2, -3.4, 2.1], [-0.2, -0.9, 1.0], [-1.1, 1.4, 0.0], [0.6, -1.3, -0.6], [0.3, -0.1, -0.4], [0.1, 2.0, 0.3], [-0.4, -1.9, 0.4], [1.0, 1.2, 0.8], [-0.1, -1.3, -1.0], [0.0, 0.1, -0.6], [-0.8, -0.9, 1.0], [0.1, 1.0, 0.1], [0.4, -1.4, -1.4], [1.1, 0.0, 0.3], [-1.0, 0.1, -0.5]], "charge": 2, "spin_multiplicity": 1, "homo_ev": [-16.039, -15.651]}



4.
{"formula": "C11H18ClPbRh", "method": "ωB97M-V/def2-TZVPD", "elements": ["Rh", "Cl", "C", "C", "H", "H", "H", "H", "H", "H", "Pb", "C", "C", "H", "H", "H", "H", "H", "C", "C", "C", "C", "C", "C", "C", "H", "H", "H", "H", "H", "H", "H"], "xyz": [[0.318, -2.651, -1.268], [-0.813, -2.290, 0.936], [1.239, -3.481, -2.848], [-0.867, -4.326, -1.590], [0.545, -4.114, -3.398], [1.699, -2.789, -3.526], [2.017, -4.194, -2.545], [-0.747, -4.781, -2.584], [-1.913, -4.200, -1.348], [-0.443, -5.109, -0.955], [1.048, -0.137, -0.141], [3.118, 0.187, -1.111], [-0.454, -0.639, -1.723], [3.095, -0.442, -2.017], [3.100, 1.240, -1.451], [3.919, -0.083, -0.398], [-1.474, -0.609, -1.316], [-0.395, -0.151, -2.718], [0.607, 0.932, 2.120], [-0.323, 2.052, 2.199], [0.078, 3.337, 1.738], [-0.816, 4.391, 1.677], [-2.170, 4.180, 1.943], [-2.590, 2.947, 2.442], [-1.688, 1.888, 2.572], [1.643, 1.088, 2.401], [0.150, 0.067, 2.587], [1.114, 3.563, 1.487], [-0.489, 5.363, 1.286], [-2.833, 5.033, 1.901], [-3.635, 2.817, 2.725], [-2.040, 0.913, 2.924]], "atomic_forces_ev_per_a": [[-1.6, 0.2, 0.3], [0.3, -0.5, -0.3], [0.5, -1.7, -0.3], [0.5, -1.5, -0.6], [0.3, 0.4, -0.3], [0.2, 0.9, -0.1], [0.1, 0.2, 0.3], [-0.6, 0.5, 0.3], [-0.1, 0.5, 0.3], [0.0, 0.3, 0.5], [1.0, 0.1, 1.9], [-0.4, 0.5, -0.6], [-0.9, 0.5, -0.9], [0.2, 0.1, 0.5], [0.5, -0.4, 0.4], [-0.5, 0.3, -0.5], [0.3, 0.0, -0.1], [0.1, -0.4, 0.5], [-0.6, -0.5, -0.4], [-0.5, 1.2, -0.9], [-0.2, 0.0, 0.7], [-0.2, -0.1, -0.8], [0.4, 0.0, 0.8], [0.1, 0.0, -0.1], [0.6, 0.1, -0.4], [0.0, 0.2, 0.0], [0.4, -0.4, -0.1], [-0.1, -0.4, 0.0], [-0.1, -0.4, 0.3], [-0.2, -0.1, -0.1], [0.3, -0.1, -0.1], [0.2, 0.3, -0.1]], "spin_multiplicity": 5, "homo_ev": [-6.196, -7.902], "s_squared": 6.04}



| no. | strongest force on any atom (Eh/bohr) |
| --- | --- |
| 1 | 0.040 |
| 2 | 0.003 |
| 3 | 0.084 |
| 4 | 0.043 |